w) C12H48O12 | ωB97M-V/def2-TZVPD

Cartesian coordinates (Å):
C 4.974 -3.355 7.423
O 6.140 -3.582 6.661
H 4.922 -2.334 7.821
H 4.073 -3.491 6.824
H 4.959 -4.069 8.245
H 6.795 -4.025 7.218
C 0.631 -7.786 12.466
O 1.000 -7.527 11.115
H 0.776 -6.896 13.094
H -0.437 -7.990 12.497
H 1.190 -8.610 12.909
H 1.951 -7.645 11.036
C 3.096 -4.454 11.216
O 3.080 -3.411 10.230
H 3.023 -4.023 12.222
H 2.175 -5.016 11.079
H 4.019 -5.029 11.156
H 3.881 -2.888 10.328
C 2.956 -6.094 7.917
O 3.708 -6.323 6.749
H 2.473 -7.002 8.304
H 3.588 -5.717 8.717
H 2.147 -5.379 7.736
H 3.152 -6.764 6.084
C 0.457 -9.283 8.089
O -0.045 -9.570 9.365
H 0.140 -10.042 7.374
H 0.078 -8.327 7.689
H 1.553 -9.206 8.064
H 0.089 -8.792 9.926
C 7.266 -5.654 9.458
O 7.895 -4.654 8.661
H 7.710 -5.698 10.460
H 6.221 -5.377 9.592
H 7.293 -6.648 9.008
H 8.783 -4.945 8.437
C -0.412 -5.074 5.641
O -0.932 -4.151 6.567
H 0.488 -4.714 5.125
H -0.132 -6.012 6.143
H -1.177 -5.291 4.896
H -0.211 -3.867 7.154
C 1.414 -1.990 7.744
O 0.973 -3.160 8.417
H 1.222 -2.060 6.671
H 0.863 -1.113 8.098
H 2.480 -1.809 7.889
H 1.643 -3.368 9.088
C 6.894 -7.441 6.354
O 5.935 -7.978 7.244
H 7.126 -6.391 6.575
H 7.811 -8.021 6.437
H 6.544 -7.473 5.315
H 5.105 -7.480 7.122
C 4.156 -4.004 3.854
O 5.078 -2.955 4.114
H 4.552 -4.968 4.185
H 3.190 -3.799 4.335
H 3.981 -4.065 2.778
H 5.489 -3.147 4.970
C 3.737 -10.132 5.426
O 4.543 -11.278 5.614
H 4.324 -9.212 5.410
H 3.246 -10.181 4.450
H 2.956 -10.070 6.188
H 5.322 -11.002 6.105
C 2.086 -7.016 3.477
O 1.996 -7.378 4.860
H 1.377 -6.218 3.253
H 3.101 -6.681 3.284
H 1.903 -7.877 2.832
H 1.126 -7.764 5.000

E_LUMO = 0.2 eV
E_HOMO = -9.743 eV
SMILES = CO.CO.CO.CO.CO.CO.CO.CO.CO.CO.CO.CO
Kohn-Sham gap = 9.895 eV

x) C12H48O12 | ωB97M-V/def2-TZVPD

Cartesian coordinates (Å):
C -15.227 2.884 -0.771
O -13.838 2.651 -1.064
H -15.672 1.935 -0.472
H -15.346 3.579 0.061
H -15.710 3.238 -1.681
H -13.578 3.081 -1.880
C -11.043 -0.111 -0.261
O -9.715 0.009 -0.742
H -11.022 -0.502 0.762
H -11.594 0.834 -0.193
H -11.594 -0.801 -0.900
H -9.135 0.188 0.011
C -6.599 -1.614 -0.377
O -6.221 -2.923 0.068
H -6.269 -1.449 -1.408
H -7.684 -1.558 -0.416
H -6.175 -0.865 0.293
H -5.289 -2.908 0.296
C -7.464 0.179 2.665
O -8.661 0.279 1.898
H -6.749 0.953 2.366
H -7.647 0.307 3.733
H -7.004 -0.785 2.462
H -8.916 1.220 1.936
C -9.145 3.387 -0.049
O -9.414 2.981 1.292
H -9.091 2.537 -0.733
H -9.921 4.060 -0.419
H -8.194 3.920 -0.102
H -10.354 3.169 1.421
C -6.748 1.550 -1.991
O -5.335 1.595 -1.999
H -7.156 1.173 -1.046
H -7.144 2.564 -2.052
H -7.179 0.960 -2.801
H -5.020 0.746 -2.321
C -13.217 3.392 2.367
O -12.377 3.150 1.268
H -13.993 2.622 2.486
H -12.622 3.374 3.276
H -13.785 4.326 2.290
H -12.898 2.986 0.450
C -14.488 -1.077 0.407
O -14.203 -1.560 -0.893
H -14.307 0.004 0.442
H -15.548 -1.193 0.662
H -13.872 -1.566 1.153
H -14.657 -1.000 -1.527
C -10.939 1.403 -3.335
O -9.797 2.246 -3.241
H -11.661 1.539 -2.536
H -11.386 1.464 -4.334
H -10.593 0.363 -3.285
H -9.113 1.837 -3.776
C -12.930 -2.460 -4.000
O -12.245 -2.631 -5.227
H -12.929 -3.327 -3.327
H -12.409 -1.686 -3.414
H -13.978 -2.195 -4.131
H -11.550 -3.281 -5.098
C -9.244 -3.317 1.804
O -8.737 -4.125 0.749
H -10.306 -3.515 1.920
H -8.704 -3.516 2.737
H -9.089 -2.256 1.582
H -7.928 -3.704 0.415
C -9.173 -2.802 -2.872
O -8.668 -1.478 -2.939
H -8.526 -3.424 -3.489
H -9.254 -3.177 -1.847
H -10.192 -2.851 -3.282
H -8.990 -0.977 -2.170

E_LUMO = 0.2 eV
E_HOMO = -9.575 eV
SMILES = CO.CO.CO.CO.CO.CO.CO.CO.CO.CO.CO.CO
Kohn-Sham gap = 9.806 eV

y) C12H48O12 | ωB97M-V/def2-TZVPD

Cartesian coordinates (Å):
C -0.104 0.307 -0.507
O 0.199 -0.861 0.224
H -1.093 0.157 -0.940
H -0.207 1.172 0.149
H 0.546 0.473 -1.366
H 1.049 -0.750 0.655
C 0.807 4.623 1.929
O 2.168 4.618 2.298
H 0.264 4.993 2.799
H 0.655 5.293 1.082
H 0.545 3.618 1.598
H 2.237 4.067 3.081
C 1.503 0.262 3.255
O 2.401 -0.147 2.173
H 0.481 0.100 2.911
H 1.729 -0.184 4.223
H 1.473 1.320 3.512
H 3.246 0.301 2.250
C -2.741 -1.464 1.848
O -1.445 -1.165 2.390
H -2.774 -2.516 1.562
H -3.502 -1.238 2.594
H -3.011 -0.876 0.971
H -0.927 -0.856 1.643
C -0.182 3.162 -2.306
O 0.494 2.490 -3.393
H 0.510 3.530 -1.548
H -0.563 4.085 -2.741
H -0.985 2.558 -1.883
H 1.221 3.059 -3.658
C 2.223 -0.530 -3.992
O 3.047 -0.876 -2.902
H 1.949 0.525 -4.016
H 2.745 -0.668 -4.939
H 1.333 -1.158 -4.044
H 3.101 -1.834 -2.896
C -1.772 1.322 -5.196
O -1.203 0.414 -4.286
H -0.968 1.717 -5.817
H -2.601 0.866 -5.738
H -2.226 2.131 -4.623
H -0.604 0.970 -3.782
C -4.528 1.675 -1.887
O -5.187 2.132 -0.728
H -4.290 2.539 -2.506
H -3.639 1.070 -1.711
H -5.179 1.032 -2.480
H -5.276 1.400 -0.113
C -2.841 1.906 2.075
O -2.478 3.270 1.990
H -2.149 1.452 2.785
H -3.873 1.760 2.393
H -2.705 1.459 1.090
H -2.664 3.592 2.875
C 1.767 -3.619 -1.293
O 2.800 -3.721 -2.212
H 2.144 -3.186 -0.366
H 1.033 -2.892 -1.642
H 1.369 -4.605 -1.054
H 3.543 -4.179 -1.810
C -0.159 -4.312 1.848
O 1.047 -5.038 1.931
H -0.429 -3.917 2.828
H -0.106 -3.429 1.210
H -0.873 -5.081 1.554
H 1.739 -4.411 2.154
C 3.862 -3.168 3.649
O 2.778 -2.922 2.759
H 3.768 -2.514 4.516
H 3.860 -4.225 3.916
H 4.864 -3.053 3.237
H 2.787 -2.025 2.416

E_LUMO = 0.1 eV
E_HOMO = -9.393 eV
SMILES = CO.CO.CO.CO.CO.CO.CO.CO.CO.CO.CO.CO
Kohn-Sham gap = 9.488 eV

z) C12H48O12 | ωB97M-V/def2-TZVPD

Cartesian coordinates (Å):
C -11.705 -28.141 16.442
O -11.278 -28.109 17.819
H -11.196 -29.019 16.030
H -12.780 -28.190 16.319
H -11.305 -27.300 15.870
H -10.431 -28.556 17.830
C -11.546 -26.269 13.478
O -11.517 -25.897 12.060
H -10.751 -27.003 13.577
H -11.572 -25.408 14.147
H -12.546 -26.696 13.418
H -10.624 -25.731 11.744
C -14.538 -27.038 18.618
O -15.570 -27.518 17.769
H -14.199 -26.023 18.382
H -14.944 -27.017 19.626
H -13.644 -27.660 18.570
H -15.232 -27.417 16.862
C -15.161 -23.058 15.843
O -13.918 -23.743 15.663
H -15.032 -22.205 16.513
H -15.567 -22.706 14.894
H -15.794 -23.789 16.345
H -13.260 -23.223 15.186
C -8.732 -24.121 15.019
O -9.252 -23.833 13.692
H -8.943 -23.302 15.706
H -9.082 -25.089 15.347
H -7.646 -24.138 14.877
H -8.916 -22.953 13.486
C -12.180 -20.603 16.300
O -12.443 -20.225 14.967
H -11.466 -21.435 16.346
H -11.717 -19.774 16.843
H -13.045 -20.921 16.892
H -12.123 -20.955 14.412
C -8.508 -21.471 18.210
O -8.338 -22.777 18.771
H -8.085 -21.505 17.197
H -9.567 -21.235 18.087
H -7.970 -20.704 18.757
H -8.994 -23.341 18.321
C -11.314 -24.779 16.977
O -10.727 -23.902 17.932
H -12.379 -24.961 17.108
H -11.267 -24.257 16.018
H -10.674 -25.659 16.900
H -10.767 -24.283 18.822
C -12.578 -22.822 12.585
O -11.759 -22.644 13.808
H -13.130 -21.887 12.563
H -11.950 -22.995 11.716
H -13.192 -23.700 12.778
H -11.020 -23.288 13.744
C -15.230 -26.471 14.399
O -14.211 -26.444 15.419
H -15.326 -27.514 14.094
H -16.211 -26.147 14.748
H -14.876 -25.910 13.531
H -14.149 -25.475 15.561
C -10.160 -26.853 20.663
O -10.120 -25.456 20.401
H -10.976 -27.059 21.349
H -10.258 -27.378 19.708
H -9.203 -27.207 21.055
H -9.249 -25.068 20.530
C -9.634 -22.464 21.695
O -8.340 -23.076 21.606
H -9.872 -21.925 22.609
H -9.796 -21.816 20.829
H -10.405 -23.235 21.558
H -8.125 -22.971 20.667

E_LUMO = 0.2 eV
E_HOMO = -9.690 eV
SMILES = CO.CO.CO.CO.CO.CO.CO.CO.CO.CO.CO.CO
Kohn-Sham gap = 9.895 eV

The most stable of them is w).

w) C4H12OS2 | ωB97M-V/def2-TZVPD

Cartesian coordinates (Å):
C 1.728 0.902 -0.918
C 2.319 0.507 -2.263
C 0.150 1.063 -1.005
S -0.479 -0.553 -0.623
S -1.791 -0.597 1.232
C -2.874 0.810 0.856
H 1.872 0.119 -0.126
H 2.096 1.879 -0.539
H 2.260 1.420 -2.861
H 3.465 0.415 -2.180
H 1.832 -0.344 -2.626
H -0.242 1.903 -0.377
H -0.055 1.262 -2.041
H -2.434 1.709 0.445
H -3.820 0.509 0.333
H -3.100 1.189 1.883
H 3.180 -1.582 1.374
H 2.475 -1.464 2.633
O 2.607 -1.039 1.790

E_LUMO = 0.3 eV
E_HOMO = -8.005 eV
SMILES = CCCSSC.O
Kohn-Sham gap = 8.294 eV

x) C4H12OS2 | ωB97M-V/def2-TZVPD

Cartesian coordinates (Å):
C -2.678 -0.633 -0.507
C -1.899 0.528 -1.143
S -0.096 0.457 -1.105
S 0.246 0.618 0.940
C 2.084 0.808 0.811
C 2.622 1.110 2.212
H -2.914 -0.457 0.535
H -2.175 -1.582 -0.683
H -3.562 -0.749 -1.141
H -2.251 1.466 -0.725
H -2.061 0.498 -2.220
H 2.407 -0.129 0.474
H 2.186 1.666 0.152
H 2.009 0.600 2.946
H 2.483 2.164 2.429
H 3.628 0.757 2.304
H -1.004 -3.494 -1.667
H 0.512 -3.520 -1.516
O -0.302 -3.525 -1.000

E_LUMO = 0.6 eV
E_HOMO = -7.650 eV
SMILES = CCSSCC.O
Kohn-Sham gap = 8.268 eV

y) C4H12OS2 | ωB97M-V/def2-TZVPD

Cartesian coordinates (Å):
S 1.203 -1.472 0.863
S -1.859 -1.365 -0.032
C 1.654 -2.371 -0.587
C -0.541 -1.987 1.160
C -2.023 0.907 1.666
C -1.558 0.457 0.222
H 1.114 -2.032 -1.487
H 1.369 -3.415 -0.378
H 2.737 -2.336 -0.794
H -0.625 -3.091 1.129
H -0.790 -1.660 2.188
H -2.375 1.949 1.576
H -1.221 0.870 2.421
H -2.863 0.281 2.013
H -0.498 0.737 0.073
H -2.163 1.029 -0.508
O 2.742 4.665 -3.534
H 2.712 3.711 -3.296
H 2.982 5.122 -2.696

E_LUMO = 0.5 eV
E_HOMO = -8.684 eV
SMILES = CCSCSC.O
Kohn-Sham gap = 9.169 eV

The most stable of them is x).

w) H28NO12 | ωB97M-V/def2-TZVPD

Cartesian coordinates (Å):
N 0.272 -0.116 0.160
H -0.188 0.699 -0.090
H -0.040 -0.808 -0.438
H -0.043 -0.287 1.034
H 1.307 0.133 0.087
O -0.377 2.426 0.943
H 0.462 2.392 0.881
H -0.762 2.933 0.360
O -2.658 2.549 -1.191
H -1.576 2.283 -1.133
H -2.931 2.276 -2.010
O -1.871 -0.020 -1.996
H -1.657 -0.884 -2.385
H -2.737 -0.013 -1.710
O 1.333 -2.905 -1.085
H 1.641 -3.227 -1.878
H 1.881 -3.285 -0.301
O -3.037 1.080 1.135
H -3.853 0.684 0.781
H -2.717 1.252 0.261
O -0.113 1.932 -1.935
H -0.381 1.285 -2.455
H 0.695 2.456 -2.433
O 0.063 0.017 3.814
H -0.195 -0.126 4.663
H 0.070 -0.970 3.513
O 2.160 2.502 0.181
H 3.107 2.822 0.102
H 2.311 1.614 0.395
O 0.758 -2.516 2.548
H 0.808 -3.300 2.960
H -0.004 -2.864 1.889
O 1.269 0.190 -2.638
H 1.346 0.907 -3.213
H 0.999 -0.586 -3.216
O 2.857 0.007 0.877
H 3.522 -0.539 0.342
H 3.409 0.032 1.625
O -1.482 -2.978 0.608
H -2.422 -3.121 0.569
H -1.228 -3.927 0.375

net charge = +1
E_LUMO = -3.2 eV
E_HOMO = -13.095 eV
Kohn-Sham gap = 9.897 eV

x) H28NO12 | ωB97M-V/def2-TZVPD

Cartesian coordinates (Å):
N -0.016 0.078 0.138
H 0.253 0.911 0.559
H 0.714 -0.020 -0.573
H -0.939 0.305 -0.423
H -0.203 -0.759 0.581
O 2.352 -0.265 -1.421
H 2.109 0.607 -1.873
H 3.002 0.233 -1.021
O 2.406 1.958 1.171
H 2.563 1.161 1.603
H 3.060 2.307 0.556
O -2.027 -2.396 0.742
H -2.556 -2.942 1.256
H -2.609 -2.120 0.006
O 2.357 -1.037 2.093
H 1.740 -1.180 2.798
H 3.065 -1.133 2.676
O -0.750 -0.902 -3.091
H -0.320 -0.287 -3.570
H -1.119 -1.602 -3.491
O -2.826 -1.076 -1.430
H -3.625 -1.432 -1.780
H -2.196 -1.577 -2.054
O 1.413 4.010 1.489
H 1.803 3.197 1.270
H 1.716 4.647 0.879
O 1.948 -2.828 -2.234
H 1.240 -2.668 -2.879
H 2.061 -1.797 -1.932
O 0.588 -1.025 3.611
H -0.377 -0.850 3.432
H 0.591 -1.788 4.120
O -3.575 1.870 -1.286
H -3.352 0.934 -1.129
H -3.290 2.086 -0.390
O 0.422 1.791 -2.215
H 0.636 1.559 -3.116
H 0.653 2.731 -2.265
O -1.820 -0.246 2.989
H -2.412 0.289 3.235
H -2.683 -0.744 2.971

net charge = +1
E_LUMO = -3.3 eV
E_HOMO = -13.133 eV
Kohn-Sham gap = 9.819 eV

The most stable of them is w).